1.
103
Properties=species:S:1:pos:R:3 method="wB97M-V/def2-TZVPD" charge=0 e_tot_ha=-3683.3255
C -0.304 -3.661 8.671
C 0.446 -4.205 7.458
O 0.410 -3.219 6.444
C 0.947 -3.659 5.234
C 0.946 -2.528 4.206
O -0.132 -1.616 4.431
C -0.630 -0.847 3.383
C 0.476 -0.440 2.368
O 1.688 -0.116 2.984
C 2.007 1.266 3.129
C -1.902 -1.470 2.664
C -1.615 -2.896 2.132
C -1.597 -4.096 3.079
O -2.676 -4.982 2.747
C -2.368 -6.262 2.471
O -3.119 -7.006 1.925
P -2.222 -0.565 1.006
S -1.212 -1.078 -0.575
C -3.258 -1.304 3.448
P -3.667 -2.296 4.963
N -2.581 -2.517 6.021
O -4.432 -3.520 4.268
O -4.914 -1.457 5.552
C -3.484 0.168 3.791
O -2.539 0.536 4.810
S -1.072 0.762 4.247
O -0.244 0.966 5.376
O -1.179 1.760 3.216
H 0.364 -3.491 9.513
H -0.793 -2.728 8.398
H -1.063 -4.367 9.009
H -0.017 -5.129 7.081
H 1.489 -4.444 7.699
H 1.999 -3.948 5.374
H 0.423 -4.558 4.879
H 1.882 -1.979 4.292
H 0.921 -2.951 3.199
H 0.659 -1.295 1.716
H 0.136 0.371 1.723
H 1.880 1.577 4.164
H 1.378 1.885 2.487
H 3.048 1.394 2.837
H -2.322 -3.134 1.333
H -0.654 -2.850 1.624
H -1.655 -3.818 4.129
H -0.661 -4.638 2.934
H -1.373 -6.573 2.839
H -2.149 0.797 1.299
H -3.602 -0.790 0.871
H -4.060 -1.585 2.757
H -2.277 -3.450 6.255
H -4.560 -4.229 4.911
H -4.604 -0.919 6.295
H -4.468 0.332 4.210
H -3.375 0.839 2.942
C 2.180 -3.069 -3.319
O 1.323 -1.961 -3.464
C 1.770 -0.770 -2.823
C 2.178 0.285 -3.823
N 3.392 -0.084 -4.538
C 3.730 0.790 -5.653
C 2.743 0.912 -6.809
O 2.603 -0.263 -7.584
C 1.680 -1.213 -7.091
H 1.642 -3.943 -3.683
H 3.107 -2.965 -3.897
H 2.448 -3.233 -2.270
H 2.591 -0.992 -2.133
H 0.931 -0.380 -2.242
H 2.350 1.221 -3.284
H 1.322 0.449 -4.492
H 3.303 -1.034 -4.876
H 4.681 0.445 -6.068
H 3.905 1.797 -5.255
H 3.132 1.673 -7.490
H 1.757 1.257 -6.471
H 0.838 -0.731 -6.586
H 2.141 -1.922 -6.397
H 1.303 -1.774 -7.946
C 1.221 6.505 -6.876
O 0.974 7.086 -5.614
C -0.396 7.311 -5.313
C -0.880 6.387 -4.218
N -0.929 5.008 -4.677
C -1.187 4.017 -3.641
C -0.187 3.885 -2.499
O 1.074 3.378 -2.892
C 1.994 4.325 -3.397
H 2.293 6.565 -7.053
H 0.918 5.452 -6.923
H 0.702 7.047 -7.673
H -1.008 7.193 -6.213
H -0.492 8.345 -4.969
H -1.887 6.696 -3.920
H -0.221 6.531 -3.350
H -0.057 4.784 -5.139
H -1.256 3.042 -4.130
H -2.172 4.222 -3.206
H -0.594 3.154 -1.795
H -0.056 4.824 -1.947
H 1.875 5.299 -2.913
H 1.904 4.459 -4.480
H 2.996 3.950 -3.188



2.
104
Properties=species:S:1:pos:R:3 method="wB97M-V/def2-TZVPD" charge=0 e_tot_ha=-4278.7537
C 0.221 -4.152 1.593
C 1.098 -2.894 1.244
O 1.081 -2.553 -0.159
P -0.432 -2.090 -0.671
O -1.138 -1.429 0.461
C -1.471 -3.523 -1.203
C -2.429 -3.221 -2.437
C -3.939 -3.534 -2.150
C -4.848 -2.244 -1.961
P -6.535 -2.903 -2.455
O -7.661 -1.938 -2.313
O -4.555 -1.302 -2.996
C -3.947 -0.242 -2.315
O -3.684 0.794 -2.752
O -3.704 -0.573 -0.983
C -4.630 -1.615 -0.562
C -5.776 -0.787 0.112
Cl -5.691 1.001 0.150
C -6.842 -1.315 0.717
C -7.938 -0.461 1.392
Cl -7.034 -3.078 0.819
O -0.194 -0.989 -1.858
C -0.435 0.371 -1.428
C 0.094 1.406 -2.485
H 0.118 -4.765 0.663
H -0.825 -3.860 1.859
H 0.692 -4.761 2.389
H 2.148 -3.180 1.496
H 0.863 -2.029 1.901
H -0.821 -4.396 -1.446
H -2.089 -3.810 -0.328
H -2.105 -3.929 -3.238
H -2.229 -2.206 -2.835
H -4.319 -4.101 -3.038
H -4.027 -4.234 -1.284
H -6.794 -4.042 -1.635
H -6.375 -3.421 -3.780
H -4.272 -2.309 0.230
H -8.199 0.434 0.795
H -7.583 -0.168 2.411
H -8.873 -1.043 1.560
H 0.075 0.622 -0.469
H -1.508 0.603 -1.276
H 0.079 2.437 -2.069
H -0.506 1.349 -3.419
H 1.149 1.140 -2.713
C 0.734 7.547 -3.726
N 1.140 6.160 -3.621
C 1.806 5.855 -2.358
P 1.370 5.018 -4.894
O 0.612 3.904 -4.191
N 0.182 5.256 -6.120
C -0.453 6.517 -6.450
C -0.763 4.170 -6.363
N 2.414 6.135 -5.778
C 2.836 5.574 -7.089
C 3.678 6.477 -5.089
H 1.412 8.160 -4.333
H 0.678 8.025 -2.746
H -0.273 7.638 -4.131
H 2.888 6.035 -2.405
H 1.663 4.805 -2.088
H 1.402 6.438 -1.530
H -1.302 6.729 -5.790
H -0.835 6.492 -7.476
H 0.240 7.357 -6.425
H -1.557 4.150 -5.608
H -0.259 3.205 -6.365
H -1.231 4.273 -7.347
H 3.406 4.649 -6.964
H 3.453 6.294 -7.632
H 1.987 5.358 -7.735
H 4.219 5.584 -4.765
H 3.508 7.114 -4.222
H 4.330 7.057 -5.745
C 2.443 -1.067 6.487
N 2.340 -2.238 5.639
C 1.032 -2.375 5.010
P 3.320 -3.656 5.658
O 3.495 -3.698 4.147
N 4.961 -3.246 5.988
C 5.407 -2.113 6.774
C 5.947 -3.521 4.948
N 3.087 -3.856 7.397
C 3.866 -5.007 7.928
C 1.692 -4.122 7.809
H 2.335 -1.286 7.557
H 1.678 -0.327 6.245
H 3.386 -0.544 6.333
H 0.326 -2.931 5.641
H 1.114 -2.914 4.063
H 0.582 -1.411 4.769
H 5.450 -1.195 6.177
H 6.414 -2.296 7.165
H 4.788 -1.940 7.654
H 5.923 -2.761 4.159
H 5.779 -4.498 4.496
H 6.958 -3.546 5.366
H 3.557 -5.948 7.463
H 3.734 -5.092 9.009
H 4.935 -4.890 7.765
H 1.250 -4.946 7.242
H 1.060 -3.242 7.692
H 1.643 -4.369 8.871



3.
91
Properties=species:S:1:pos:R:3 method="wB97M-V/def2-TZVPD" charge=0 e_tot_ha=-3379.5589 s2=6.015 spin_multiplicity=5
O 2.148 -1.751 -2.577
O 1.430 -3.459 -0.769
C 1.331 -0.982 -3.461
C 2.086 -0.056 -4.394
H 0.606 -0.415 -2.857
H 0.756 -1.729 -4.026
H 2.299 0.907 -3.915
H 1.449 0.151 -5.259
H 3.023 -0.507 -4.741
C 3.168 -1.045 -1.849
C 4.408 -1.895 -1.802
H 2.790 -0.859 -0.831
H 3.378 -0.069 -2.317
H 4.195 -2.873 -1.361
H 5.167 -1.395 -1.193
H 4.811 -2.040 -2.812
C 1.803 -4.171 0.428
C 1.174 -4.356 -1.871
C 2.835 -3.376 1.179
H 2.206 -5.157 0.147
H 0.895 -4.327 1.031
H 3.804 -3.458 0.676
H 2.947 -3.794 2.182
H 2.575 -2.316 1.267
C 2.441 -4.880 -2.484
H 0.593 -3.772 -2.594
H 0.547 -5.187 -1.506
H 3.062 -4.057 -2.846
H 2.176 -5.521 -3.328
H 3.008 -5.480 -1.765
H 0.871 -1.853 -0.893
Fe -1.094 0.591 0.427
C 0.248 -1.025 -0.229
Si -1.540 -1.740 -0.239
H 0.784 -1.069 0.730
H 0.523 -0.101 -0.772
C -2.023 -1.951 -2.044
C -2.864 -0.822 0.778
C -1.558 -3.443 0.564
C -2.038 1.611 -1.028
Si -3.124 3.061 -0.500
H -2.642 0.930 -1.662
H -1.224 1.962 -1.697
C -4.823 2.369 -0.059
C -3.332 4.297 -1.908
C -2.475 4.017 0.987
H -2.602 -3.761 0.702
H -1.074 -3.431 1.550
H -1.054 -4.191 -0.062
H -2.326 -1.000 -2.500
H -2.865 -2.654 -2.113
H -1.181 -2.352 -2.625
H -2.949 0.286 0.841
H -2.923 -1.211 1.799
H -3.778 -1.109 0.240
H -3.386 3.791 -2.882
H -2.501 5.016 -1.941
H -4.262 4.869 -1.775
H -1.459 4.403 0.821
H -2.461 3.413 1.905
H -3.131 4.883 1.171
H -5.568 3.178 -0.066
H -4.830 1.914 0.941
H -5.141 1.609 -0.786
C 1.039 3.375 -1.721
C 1.102 3.323 -0.225
C 1.758 4.332 0.484
C 1.799 4.288 1.880
C 1.176 3.229 2.547
C 0.490 2.265 1.769
N 0.511 2.306 0.404
N -0.301 1.255 2.214
Si -0.621 0.880 3.902
C 1.003 0.549 4.762
C -1.533 2.335 4.640
C -1.681 -0.654 4.054
H 1.264 2.394 -2.161
H 0.048 3.702 -2.070
H 1.773 4.098 -2.091
H 2.225 5.139 -0.079
H 2.310 5.062 2.449
H 1.189 3.141 3.636
H 1.718 1.377 4.671
H 0.819 0.372 5.832
H 1.477 -0.351 4.343
H -2.542 2.418 4.212
H -1.631 2.185 5.725
H -1.011 3.287 4.471
H -2.745 -0.431 3.902
H -1.381 -1.446 3.354
H -1.563 -1.048 5.076



4.
86
Properties=species:S:1:pos:R:3 method="wB97M-V/def2-TZVPD" charge=-1 e_tot_ha=-1285.1432
C 3.138 0.006 2.482
C 2.082 -0.210 1.405
C 1.354 -1.541 1.568
C 0.439 -1.585 2.806
C 1.084 -2.367 3.986
Al -1.432 -2.275 2.410
C -2.726 -0.714 2.792
C -2.295 0.498 2.078
N -2.135 0.624 0.821
H 2.670 0.127 3.450
H 3.816 -0.839 2.505
H 3.695 0.916 2.264
H 2.605 -0.225 0.450
H 1.338 0.579 1.426
H 0.804 -1.726 0.649
H 2.095 -2.334 1.656
H 0.325 -0.554 3.147
H 1.814 -3.094 3.648
H 0.321 -2.850 4.585
H 1.597 -1.679 4.659
H -1.604 -2.717 0.851
H -1.893 -3.505 3.366
H -3.765 -0.978 2.616
H -2.628 -0.521 3.861
H -2.065 1.377 2.683
H -2.343 -0.279 0.382
C 2.064 4.460 -3.290
C 2.531 3.012 -3.411
C 2.506 2.251 -2.086
C 3.423 2.812 -0.998
C 4.898 2.906 -1.383
C 5.512 1.550 -1.716
H 2.711 5.038 -2.628
H 2.069 4.951 -4.266
H 1.047 4.506 -2.896
H 3.536 2.986 -3.845
H 1.881 2.490 -4.120
H 2.764 1.205 -2.275
H 1.482 2.238 -1.701
H 3.326 2.177 -0.113
H 3.071 3.803 -0.695
H 5.449 3.355 -0.552
H 5.026 3.583 -2.234
H 5.431 0.866 -0.869
H 6.570 1.653 -1.966
H 5.015 1.093 -2.573
C -5.057 -3.232 5.982
C -5.259 -1.734 5.776
C -6.158 -1.092 6.832
C -7.592 -1.624 6.868
C -8.354 -1.504 5.549
C -8.531 -0.064 5.079
H -5.999 -3.782 5.913
H -4.384 -3.631 5.222
H -4.616 -3.433 6.961
H -5.656 -1.553 4.775
H -4.284 -1.244 5.806
H -6.175 -0.009 6.672
H -5.710 -1.241 7.820
H -8.144 -1.086 7.647
H -7.584 -2.672 7.178
H -9.340 -1.959 5.676
H -7.850 -2.082 4.771
H -9.068 0.526 5.826
H -9.102 -0.027 4.149
H -7.572 0.420 4.891
C 1.026 -0.843 -8.082
C 1.414 -0.087 -6.814
C 2.432 1.026 -7.057
C 3.783 0.558 -7.602
C 4.501 -0.473 -6.733
C 4.835 0.043 -5.337
H 1.884 -1.347 -8.531
H 0.276 -1.605 -7.862
H 0.604 -0.164 -8.825
H 1.795 -0.791 -6.070
H 0.515 0.356 -6.378
H 2.585 1.574 -6.124
H 2.006 1.749 -7.762
H 4.429 1.435 -7.719
H 3.652 0.147 -8.607
H 5.427 -0.765 -7.236
H 3.900 -1.383 -6.652
H 5.465 0.934 -5.392
H 5.370 -0.712 -4.760
H 3.933 0.302 -4.779



5.
102
Properties=species:S:1:pos:R:3 method="wB97M-V/def2-TZVPD" charge=-1 e_tot_ha=-3971.3232
C 8.787 -2.890 -2.406
C 7.638 -2.095 -1.787
C 6.395 -2.971 -1.687
I 5.000 -2.031 -0.326
In 5.389 -3.462 -3.640
C 3.802 -4.944 -3.204
C 2.375 -4.795 -3.748
C 1.447 -3.742 -3.119
C 1.284 -3.911 -1.601
C 1.816 -2.299 -3.469
C 0.618 -1.343 -3.334
C 0.819 -0.021 -4.022
C 1.412 1.049 -3.498
C 1.638 2.306 -4.285
C 1.876 1.073 -2.063
H 9.716 -2.315 -2.401
H 8.968 -3.810 -1.843
H 8.562 -3.176 -3.434
H 7.959 -1.706 -0.813
H 7.422 -1.222 -2.411
H 6.644 -3.886 -1.146
H 6.644 -4.184 -4.675
H 4.839 -1.953 -4.364
H 4.215 -5.859 -3.643
H 3.779 -5.131 -2.126
H 2.424 -4.572 -4.821
H 1.840 -5.755 -3.668
H 0.458 -3.921 -3.566
H 2.219 -4.192 -1.120
H 0.538 -4.671 -1.356
H 0.960 -2.971 -1.143
H 2.209 -2.237 -4.487
H 2.625 -1.952 -2.823
H 0.416 -1.175 -2.270
H -0.265 -1.844 -3.747
H 0.478 0.041 -5.054
H 0.994 3.123 -3.949
H 1.465 2.148 -5.351
H 2.669 2.644 -4.150
H 1.965 2.100 -1.704
H 2.840 0.582 -1.927
H 1.149 0.556 -1.439
O -1.437 -5.870 0.249
S -1.054 -4.948 1.276
O 0.313 -4.876 1.680
O -1.975 -5.219 2.551
C -2.057 -6.594 3.005
C -0.817 -7.048 3.742
C -1.642 -3.337 0.903
H -2.272 -7.225 2.142
H -2.930 -6.589 3.655
H 0.048 -7.092 3.084
H -0.999 -8.044 4.150
H -0.588 -6.369 4.563
H -2.690 -3.399 0.622
H -1.029 -2.994 0.070
H -1.493 -2.703 1.773
O -0.296 0.776 0.632
S -1.459 1.277 -0.035
O -1.426 2.604 -0.574
O -2.699 1.136 0.949
C -2.524 1.658 2.294
C -2.624 3.163 2.373
C -1.986 0.166 -1.285
H -1.573 1.289 2.679
H -3.327 1.178 2.851
H -1.799 3.647 1.852
H -2.601 3.458 3.422
H -3.560 3.508 1.932
H -2.020 -0.838 -0.872
H -1.237 0.236 -2.077
H -2.959 0.487 -1.648
O -2.898 3.762 5.887
S -3.415 3.909 7.216
O -3.509 5.225 7.769
O -2.598 2.962 8.184
C -1.143 3.022 8.103
C -0.570 4.257 8.756
C -4.969 3.102 7.359
H -0.861 2.941 7.053
H -0.834 2.113 8.614
H -0.849 5.162 8.220
H 0.518 4.172 8.757
H -0.916 4.344 9.785
H -4.882 2.100 6.951
H -5.672 3.698 6.782
H -5.252 3.084 8.408
O -5.259 4.868 -2.906
S -4.478 5.915 -3.497
O -3.671 5.606 -4.636
O -3.620 6.617 -2.375
C -2.800 5.764 -1.513
C -1.533 5.284 -2.170
C -5.510 7.289 -3.880
H -3.421 4.936 -1.170
H -2.594 6.413 -0.665
H -1.732 4.593 -2.987
H -0.949 4.754 -1.417
H -0.950 6.121 -2.556
H -6.113 7.529 -3.010
H -6.135 6.975 -4.713
H -4.878 8.124 -4.170



Please write out number 4 again, unchanged.
86
Properties=species:S:1:pos:R:3 method="wB97M-V/def2-TZVPD" charge=-1 e_tot_ha=-1285.1432
C 3.138 0.006 2.482
C 2.082 -0.210 1.405
C 1.354 -1.541 1.568
C 0.439 -1.585 2.806
C 1.084 -2.367 3.986
Al -1.432 -2.275 2.410
C -2.726 -0.714 2.792
C -2.295 0.498 2.078
N -2.135 0.624 0.821
H 2.670 0.127 3.450
H 3.816 -0.839 2.505
H 3.695 0.916 2.264
H 2.605 -0.225 0.450
H 1.338 0.579 1.426
H 0.804 -1.726 0.649
H 2.095 -2.334 1.656
H 0.325 -0.554 3.147
H 1.814 -3.094 3.648
H 0.321 -2.850 4.585
H 1.597 -1.679 4.659
H -1.604 -2.717 0.851
H -1.893 -3.505 3.366
H -3.765 -0.978 2.616
H -2.628 -0.521 3.861
H -2.065 1.377 2.683
H -2.343 -0.279 0.382
C 2.064 4.460 -3.290
C 2.531 3.012 -3.411
C 2.506 2.251 -2.086
C 3.423 2.812 -0.998
C 4.898 2.906 -1.383
C 5.512 1.550 -1.716
H 2.711 5.038 -2.628
H 2.069 4.951 -4.266
H 1.047 4.506 -2.896
H 3.536 2.986 -3.845
H 1.881 2.490 -4.120
H 2.764 1.205 -2.275
H 1.482 2.238 -1.701
H 3.326 2.177 -0.113
H 3.071 3.803 -0.695
H 5.449 3.355 -0.552
H 5.026 3.583 -2.234
H 5.431 0.866 -0.869
H 6.570 1.653 -1.966
H 5.015 1.093 -2.573
C -5.057 -3.232 5.982
C -5.259 -1.734 5.776
C -6.158 -1.092 6.832
C -7.592 -1.624 6.868
C -8.354 -1.504 5.549
C -8.531 -0.064 5.079
H -5.999 -3.782 5.913
H -4.384 -3.631 5.222
H -4.616 -3.433 6.961
H -5.656 -1.553 4.775
H -4.284 -1.244 5.806
H -6.175 -0.009 6.672
H -5.710 -1.241 7.820
H -8.144 -1.086 7.647
H -7.584 -2.672 7.178
H -9.340 -1.959 5.676
H -7.850 -2.082 4.771
H -9.068 0.526 5.826
H -9.102 -0.027 4.149
H -7.572 0.420 4.891
C 1.026 -0.843 -8.082
C 1.414 -0.087 -6.814
C 2.432 1.026 -7.057
C 3.783 0.558 -7.602
C 4.501 -0.473 -6.733
C 4.835 0.043 -5.337
H 1.884 -1.347 -8.531
H 0.276 -1.605 -7.862
H 0.604 -0.164 -8.825
H 1.795 -0.791 -6.070
H 0.515 0.356 -6.378
H 2.585 1.574 -6.124
H 2.006 1.749 -7.762
H 4.429 1.435 -7.719
H 3.652 0.147 -8.607
H 5.427 -0.765 -7.236
H 3.900 -1.383 -6.652
H 5.465 0.934 -5.392
H 5.370 -0.712 -4.760
H 3.933 0.302 -4.779